No. 1
Computed, not measured: 2 unconnected molecules or ions with the total composition CH2ClNO2S2 in a non-equilibrium geometry, with ωB97M-V/def2-TZVPD.

Cartesian coordinates (Å):
O  2.127  -0.507  1.342
S  -3.022  0.913  0.128
S  1.550  -0.486  0.039
C  -1.507  0.305  -0.184
H  1.043  -1.916  -0.197
N  -0.526  0.853  0.412
H  -0.876  1.512  1.183
Cl  -1.217  -0.528  -1.591
O  2.427  -0.146  -1.132

Values from the calculation:
Kohn-Sham gap (alpha / beta) (Ha): 0.3091 / 0.2072
Net charge: 0
ΔE to the lowest compared entry with this formula, charge and spin (kcal per mole): 87.05
DFT total energy (eV): -40842.8695
LUMO energy (alpha / beta) (Eh): -0.0717 / -0.1224



No. 2
Computed, not measured: a single CH2ClO2P molecule in a non-equilibrium geometry, with ωB97M-V/def2-TZVPD.

Cartesian coordinates (Å):
O  1.507  -0.419  -0.405
H  -0.630  -0.711  -0.666
Cl  4.081  -0.463  0.043
H  -0.187  0.699  0.701
P  0.121  0.468  -0.653
C  2.716  0.484  0.027
O  2.541  1.614  0.281

Values from the calculation:
SMILES: O=C(Cl)OP
Kohn-Sham gap (Ha): 0.3737
Net charge: 0
ΔE to the lowest compared entry with this formula, charge and spin (kcal per mole): 22.01
DFT total energy (eV): -26974.7936
LUMO energy (Eh): 0.0194



No. 3
Computed, not measured: 2 unconnected molecules or ions with the total composition CH2ClO2S2 in a non-equilibrium geometry, with ωB97M-V/def2-TZVPD.

Cartesian coordinates (Å):
S  -1.278  -1.360  -4.166
H  1.077  -1.247  0.987
S  0.108  -0.556  -5.521
O  -1.092  -2.763  -3.764
H  1.830  -1.794  -0.460
O  -2.679  -1.060  -4.518
C  1.170  -0.945  -0.096
Cl  -0.204  -0.790  -1.104

Values from the calculation:
Kohn-Sham gap (alpha / beta) (Ha): 0.2086 / 0.2664
Net charge: -1
ΔE to the lowest compared entry with this formula, charge and spin (kcal per mole): 62.11
DFT total energy (eV): -39355.7631
LUMO energy (alpha / beta) (Eh): 0.0771 / 0.1133



No. 4
Computed, not measured: 2 unconnected molecules or ions with the total composition CH2ClO3S in a non-equilibrium geometry, with ωB97M-V/def2-TZVPD.

Cartesian coordinates (Å):
O  -0.639  0.462  -1.023
O  1.782  -0.783  0.834
Cl  -1.057  1.019  1.600
S  1.852  0.266  -0.134
H  -2.406  0.044  -0.140
C  -1.264  0.004  -0.065
O  2.644  -0.074  -1.319
H  -0.911  -0.937  0.247

Values from the calculation:
Kohn-Sham gap (alpha / beta) (Ha): 0.2905 / 0.2906
Net charge: -1
ΔE to the lowest compared entry with this formula, charge and spin (kcal per mole): 11.10
DFT total energy (eV): -30570.5175
LUMO energy (alpha / beta) (Eh): 0.1301 / 0.1301



No. 5
Computed, not measured: a single CH2ClOP molecule in a non-equilibrium geometry, with ωB97M-V/def2-TZVPD.

Cartesian coordinates (Å):
O  -1.048  -0.895  2.335
Cl  -0.450  -2.985  0.915
C  -0.477  -1.231  1.378
H  0.788  -0.526  -0.919
P  0.675  -0.222  0.423
H  0.031  0.896  0.056

Values from the calculation:
SMILES: O=C(P)Cl
Kohn-Sham gap (Ha): 0.3874
Net charge: 0
ΔE to the lowest compared entry with this formula, charge and spin (kcal per mole): 12.59
DFT total energy (eV): -24927.0336
LUMO energy (Eh): 0.0151



No. 6
Computed, not measured: 2 unconnected molecules or ions with the total composition CH2ClP in a non-equilibrium geometry, with ωB97M-V/def2-TZVPD.

Cartesian coordinates (Å):
P  -0.587  -0.625  -0.108
C  0.990  -0.069  -0.096
H  1.244  0.983  -0.134
Cl  -3.435  0.424  0.103
H  1.788  -0.713  0.234

Values from the calculation:
Kohn-Sham gap (alpha / beta) (Ha): 0.2995 / 0.2308
Net charge: 0
ΔE to the lowest compared entry with this formula, charge and spin (kcal per mole): 61.35
DFT total energy (eV): -22877.2414
LUMO energy (alpha / beta) (Eh): -0.0825 / -0.1139



No. 7
Computed, not measured: a single CH2ClPS molecule in a non-equilibrium geometry, with ωB97M-V/def2-TZVPD.

Cartesian coordinates (Å):
H  -0.021  -0.735  0.321
P  2.179  0.098  0.862
H  0.012  0.934  -0.136
C  0.595  0.033  -0.119
S  2.299  2.051  0.964
Cl  1.105  -0.541  -1.826

Values from the calculation:
SMILES: S=PCCl
Kohn-Sham gap (Ha): 0.2742
Net charge: 0
ΔE to the lowest compared entry with this formula, charge and spin (kcal per mole): 20.29
DFT total energy (eV): -33715.2434
LUMO energy (Eh): -0.0611



No. 8
Computed, not measured: a molecular structure, CH2CuO4 in a non-equilibrium geometry, with ωB97M-V/def2-TZVPD.

Cartesian coordinates (Å):
O  0.634  1.581  -1.394
H  -0.660  -2.156  -0.247
H  1.554  1.703  -1.163
O  0.118  -1.896  0.270
O  0.629  -0.467  1.860
C  -0.015  -0.696  0.769
O  -1.018  0.035  0.642
Cu  -1.243  1.896  -0.736

Values from the calculation:
Kohn-Sham gap (alpha / beta) (Ha): 0.2815 / 0.1865
Net charge: 0
Multiplicity: 2
ΔE to the lowest compared entry with this formula, charge and spin (kcal per mole): 35.97
DFT total energy (eV): -53895.1187
LUMO energy (alpha / beta) (Eh): -0.0325 / -0.1235



No. 9
Computed, not measured: a molecular structure, CH2F2INOS in a non-equilibrium geometry, with ωB97M-V/def2-TZVPD.

Cartesian coordinates (Å):
S  0.001  -0.296  -1.085
N  -0.423  -1.808  -0.938
C  -0.102  0.306  0.950
F  0.935  -0.171  1.719
H  -1.421  -1.974  -1.076
H  1.268  -0.655  -0.818
F  -1.203  -0.023  1.624
I  0.442  2.399  0.738
O  0.502  2.221  -1.113

Values from the calculation:
Kohn-Sham gap (Ha): 0.2867
Net charge: 0
ΔE to the lowest compared entry with this formula, charge and spin (kcal per mole): 98.98
DFT total energy (eV): -28971.4119
LUMO energy (Eh): -0.0323



No. 10
Computed, not measured: a single CH2F2N2O molecule in a non-equilibrium geometry, with ωB97M-V/def2-TZVPD.

Cartesian coordinates (Å):
N  0.297  0.137  -0.149
F  -1.277  2.374  -0.394
H  -0.663  -0.014  -0.455
F  0.256  3.542  0.594
N  0.530  1.218  0.613
O  -0.476  1.509  1.728
H  0.708  -0.690  0.266
C  -0.247  2.352  0.423

Values from the calculation:
SMILES: NN1OC1(F)F
Kohn-Sham gap (Ha): 0.4142
Net charge: 0
ΔE to the lowest compared entry with this formula, charge and spin (kcal per mole): 31.19
DFT total energy (eV): -11528.6730
LUMO energy (Eh): 0.0345



No. 11
Computed, not measured: 2 unconnected molecules or ions with the total composition CH2F2NO2S in a non-equilibrium geometry, with ωB97M-V/def2-TZVPD.

Cartesian coordinates (Å):
F  0.621  -1.504  1.946
O  -2.453  -0.654  -1.597
C  0.381  -0.684  0.960
O  -0.573  0.988  -1.639
H  0.873  -1.437  -1.225
H  -0.517  -0.055  1.294
N  -0.134  -1.495  -0.921
F  1.578  -0.028  0.731
S  -1.039  -0.406  -1.958

Values from the calculation:
Kohn-Sham gap (Ha): 0.2753
Net charge: -1
ΔE to the lowest compared entry with this formula, charge and spin (kcal per mole): 62.95
DFT total energy (eV): -22923.3248
LUMO energy (Eh): 0.1470



No. 12
Computed, not measured: a molecular structure, CH2F2S2 in a non-equilibrium geometry, with ωB97M-V/def2-TZVPD.

Cartesian coordinates (Å):
S  0.185  0.046  1.341
H  -0.114  -2.787  1.248
C  0.152  0.860  -0.812
F  -0.744  1.864  -0.734
H  0.038  0.143  -1.604
S  -0.938  -1.576  1.457
F  1.421  1.449  -0.897

Values from the calculation:
Kohn-Sham gap (Ha): 0.3350
Net charge: 0
ΔE to the lowest compared entry with this formula, charge and spin (kcal per mole): 0.00
DFT total energy (eV): -28173.2010
LUMO energy (Eh): -0.0075



Question: Which of these has the lowest DFT total energy?
Answer: CH2CuO4